No. 1
C19H17BeO4P as an isolated structure, computed with ωB97M-V with the def2-TZVPD basis set.

Computed properties:
Energy above the lowest of the compared OMol25 structures with the same formula, charge and spin: 0.00 kJ/mol
Total charge: +2
E_tot: -37835.3439 eV

The geometry in XYZ format:
```
42
Properties=species:S:1:pos:R:3:forces:R:3:lowdin_charge:R:1
Be -0.439 0.148 -1.292 -0.2897 -0.5560 2.2181 -0.548
O -0.281 2.851 -1.498 -0.3730 -6.4072 0.2918 0.342
C -0.350 1.678 -1.410 0.7352 15.0137 -0.2509 -0.019
C -0.498 -1.326 -1.666 -0.7084 -13.9483 -2.4398 -0.020
O -0.546 -2.480 -1.876 0.2674 5.9096 0.8942 0.327
C 1.070 0.178 -1.518 14.9083 -0.4127 -1.2571 -0.016
O 2.240 0.231 -1.652 -6.4245 -0.0792 0.5325 0.323
C -1.933 0.325 -1.526 -14.2227 1.1307 -1.6797 -0.038
O -3.090 0.493 -1.664 5.9600 -0.6928 0.6406 0.325
C -0.331 0.981 -6.567 -0.0323 -0.6153 0.1429 -0.089
H -1.236 1.597 -6.562 0.3392 -0.2362 -0.0635 0.048
H 0.629 1.508 -6.541 -0.3576 -0.2025 -0.0718 0.048
C -0.395 -0.359 -6.625 0.0266 0.6046 0.1955 -0.088
H 0.511 -0.974 -6.649 -0.3375 0.2399 -0.0517 0.048
H -1.354 -0.884 -6.670 0.3610 0.2067 -0.0431 0.049
C -2.240 -0.565 1.452 -0.7065 -0.0735 -0.7468 -0.188
P -0.592 -0.197 0.788 0.4438 -0.3878 4.1083 1.178
C -0.146 1.349 1.693 0.1129 -0.0817 -0.7315 -0.318
C -1.117 2.108 2.365 -0.0940 0.0842 -0.2450 -0.061
C -0.784 3.369 2.871 0.1336 -0.1667 0.0278 -0.027
C 0.521 3.859 2.754 -0.1192 -0.3083 -0.0857 -0.018
C 1.488 3.090 2.098 0.0143 -0.1793 -0.0412 -0.032
C 1.157 1.843 1.562 0.0520 0.3972 -0.1424 -0.093
C 0.386 -1.630 1.456 0.1663 0.1797 -0.6957 -0.303
C 1.785 -1.601 1.389 0.2516 -0.2315 -0.2272 -0.081
C 2.536 -2.708 1.798 -0.1232 0.2116 0.0166 -0.032
C 1.904 -3.851 2.296 -0.2532 0.2823 -0.0678 -0.018
C 0.507 -3.883 2.366 0.0330 0.2614 -0.0032 -0.028
C -0.249 -2.782 1.951 -0.1731 -0.0677 -0.1996 -0.068
H -2.952 0.239 1.231 0.1265 -0.2076 0.0214 0.067
H -2.154 -0.681 2.542 0.1866 0.0797 -0.3340 0.101
H -2.628 -1.497 1.025 0.0050 0.2214 0.0803 0.076
H -2.138 1.737 2.471 0.3250 0.2613 0.0395 0.103
H -1.556 3.970 3.351 0.2307 -0.2074 -0.0452 0.128
H 0.783 4.834 3.171 -0.1134 -0.3341 -0.2044 0.132
H 2.504 3.463 1.981 -0.2424 -0.0736 0.0949 0.127
H 1.911 1.278 1.008 -0.1303 0.2547 0.2771 0.091
H 2.302 -0.724 0.995 -0.0424 -0.3390 0.1932 0.087
H 3.621 -2.673 1.718 -0.2475 0.0127 0.0790 0.126
H 2.492 -4.707 2.635 -0.2057 0.2949 -0.1889 0.132
H -0.003 -4.771 2.740 0.1287 0.2904 -0.0697 0.128
H -1.337 -2.834 2.008 0.3887 -0.1282 0.0324 0.101
```
Forces are in eV/Å.

***

No. 2
C19H26N4OsS9 as an isolated structure, computed with ωB97M-V with the def2-TZVPD basis set.

Computed properties:
Energy above the lowest of the compared OMol25 structures with the same formula, charge and spin: 0.00 kJ/mol
Total charge: +2
E_tot: -126056.7983 eV

The geometry in XYZ format:
```
59
Properties=species:S:1:pos:R:3:forces:R:3:lowdin_charge:R:1
Os -0.875 -0.117 -0.392 0.4671 0.1507 -0.2490 0.757
C 4.414 2.514 -1.744 0.0132 0.0425 -0.0387 -0.512
C 4.864 1.281 -0.978 0.0323 -0.0017 0.0396 -0.513
S 3.681 0.475 0.139 -0.0693 0.0112 0.0298 0.847
C 2.939 1.861 1.037 0.0022 -0.0182 -0.0316 -0.492
C 1.464 2.181 0.683 0.1757 -0.0532 0.0131 -0.412
S 0.874 1.356 -0.835 -0.3707 0.0670 0.3275 0.762
C 0.507 2.728 -1.955 0.0120 0.0359 -0.0208 -0.464
C 1.802 3.417 -2.383 0.0178 0.0196 -0.0119 -0.507
S 3.076 2.254 -2.949 -0.0271 -0.0370 0.0133 0.906
H 5.277 2.881 -2.300 -0.0014 0.0121 0.0035 0.086
H 4.120 3.322 -1.073 0.0109 -0.0198 -0.0095 0.065
H 5.753 1.539 -0.400 0.0084 -0.0016 -0.0115 0.089
H 5.147 0.483 -1.665 0.0100 0.0032 -0.0024 0.082
H 3.561 2.743 0.895 -0.0171 -0.0060 0.0024 0.080
H 2.989 1.619 2.097 -0.0051 0.0299 0.0021 0.076
H 1.306 3.248 0.528 -0.0055 -0.0148 0.0020 0.093
H 0.800 1.873 1.489 0.0013 -0.0277 -0.0081 0.067
H -0.190 3.426 -1.490 0.0130 -0.0019 -0.0173 0.082
H 0.022 2.255 -2.809 0.0020 -0.0200 0.0059 0.084
H 2.208 4.034 -1.581 -0.0011 -0.0195 0.0009 0.078
H 1.563 4.089 -3.207 -0.0107 0.0284 0.0265 0.088
C -0.614 -1.682 5.547 -0.0094 0.0040 0.0061 0.000
C -0.427 -1.396 4.099 0.1178 -0.0084 -0.0129 -0.265
C 0.837 -1.341 3.502 -0.0477 -0.0232 0.0524 0.038
C 0.925 -1.040 2.160 -0.0520 -0.1421 -0.0561 -0.094
N -0.190 -0.837 1.449 -0.0836 0.1258 0.2172 -0.159
C -1.367 -0.921 2.108 -0.0300 -0.1210 0.0795 -0.723
S -2.655 -0.602 0.916 0.2399 0.3081 -0.1514 0.709
N -1.538 -1.170 3.372 -0.0464 -0.0247 -0.1127 0.159
H 0.279 -2.110 5.995 0.0018 0.0045 0.0000 0.092
H -1.462 -2.350 5.685 0.0042 -0.0097 0.0024 0.099
H -0.854 -0.750 6.065 -0.0013 -0.0029 0.0011 0.107
H 1.731 -1.538 4.076 0.0008 0.0034 0.0035 0.132
H 1.868 -0.995 1.630 0.0255 0.0292 -0.0076 0.083
C -2.800 2.807 -0.633 -0.0273 0.0075 0.0235 -0.003
C -2.741 1.890 -1.803 0.0017 -0.0305 -0.0136 -0.386
N -2.032 0.773 -1.929 -0.1022 -0.1152 -0.0927 -0.148
C -2.313 0.249 -3.182 0.0527 0.0600 -0.0245 -0.117
C -3.186 1.069 -3.813 0.0179 -0.0570 -0.0267 -0.034
N -3.442 2.090 -2.933 0.0222 0.0307 0.0220 0.136
H -2.175 2.441 0.180 0.0216 0.0033 -0.0064 0.051
H -3.819 2.881 -0.252 0.0005 -0.0087 0.0127 0.104
H -2.471 3.811 -0.903 -0.0189 0.0044 -0.0109 0.094
H -1.875 -0.668 -3.531 -0.0029 -0.0147 -0.0032 0.086
H -3.640 1.011 -4.785 -0.0039 0.0046 -0.0030 0.134
H -4.069 2.863 -3.094 -0.0031 -0.0020 0.0025 0.182
C -3.793 -5.037 -0.235 0.0105 0.0023 -0.0135 -0.375
S -2.886 -3.571 -0.775 0.1510 0.0507 0.0542 0.861
C -1.260 -3.920 -0.281 -0.0832 -0.2766 0.0258 -0.966
C -0.167 -3.177 -0.600 0.6190 0.0657 -0.0044 -1.071
S -0.214 -1.776 -1.616 -0.7886 -0.1945 -0.0327 0.683
S 1.406 -3.757 -0.054 -0.2469 0.0513 0.0015 0.911
C 0.821 -5.184 0.766 -0.0732 0.0531 -0.0484 -1.462
S 1.753 -6.249 1.531 0.0257 -0.0067 0.0432 0.689
S -0.931 -5.343 0.666 0.0627 0.0330 0.0056 0.970
H -4.817 -4.866 -0.559 0.0013 0.0110 0.0076 0.052
H -3.772 -5.134 0.848 -0.0192 -0.0043 -0.0024 0.043
H -3.412 -5.933 -0.721 0.0051 0.0107 -0.0036 0.049
```
Forces are in eV/Å.

***

No. 3
C27H21Br2N4NiO2S as an isolated structure, computed with ωB97M-V with the def2-TZVPD basis set.

Computed properties:
Total charge: +1
E_tot: -230352.4207 eV

The geometry in XYZ format:
```
58
Properties=species:S:1:pos:R:3:forces:R:3:lowdin_charge:R:1
Ni 0.199 -1.038 -0.006 0.1894 -0.0377 0.0165 0.541
Br 0.037 4.109 -5.400 0.0022 0.0036 -0.0020 0.752
C 1.201 4.343 -3.929 0.0184 -0.0262 0.0205 -0.694
C 1.146 5.514 -3.192 -0.0044 -0.0193 -0.0164 -0.115
C 2.001 5.671 -2.112 -0.0399 -0.0564 0.0705 -0.028
C 2.865 4.647 -1.744 -0.1611 -0.0092 0.0289 -0.285
C 2.942 3.492 -2.521 0.1005 0.0671 -0.0087 -0.022
C 2.112 3.342 -3.617 -0.0381 0.0362 -0.0487 -0.112
N 3.734 4.925 -0.638 0.4044 -0.1324 -0.2730 0.082
N 4.107 4.061 0.168 -0.3513 0.3379 0.4425 0.084
C 3.502 2.777 0.260 0.1036 -0.2957 -0.1212 -0.241
C 4.352 1.708 0.433 -0.0727 0.0783 -0.1566 -0.002
C 3.910 0.374 0.414 -0.1481 -0.0173 -0.0331 0.024
C 2.567 0.106 0.248 -0.0890 0.1837 -0.0104 -0.315
O 2.024 -1.092 0.159 -0.1598 -0.0354 -0.0514 -0.134
C 1.668 1.212 0.210 0.1240 -0.1509 0.0937 -0.119
N 0.347 0.859 0.170 0.0028 -0.1151 -0.0588 0.053
C -0.569 1.807 0.185 0.0329 -0.0268 0.0259 -0.078
C -0.230 3.160 0.303 0.0171 0.0033 0.0187 -0.011
C 1.089 3.528 0.348 -0.0308 0.0509 -0.0511 0.029
C 2.096 2.547 0.247 0.0896 0.0064 0.1263 -0.098
H 0.458 6.301 -3.468 -0.0022 0.0000 0.0019 0.106
H 1.997 6.586 -1.534 0.0208 0.0108 -0.0109 0.121
H 3.662 2.719 -2.287 -0.0191 -0.0045 0.0051 0.122
H 2.175 2.456 -4.233 -0.0035 -0.0034 0.0005 0.105
H 5.409 1.921 0.524 0.0096 -0.0076 0.0027 0.124
H 4.610 -0.444 0.511 0.0167 0.0045 -0.0137 0.123
H -1.605 1.501 0.128 -0.0058 -0.0068 -0.0072 0.110
H -1.017 3.897 0.372 -0.0057 -0.0025 -0.0207 0.117
H 1.357 4.567 0.477 0.0043 0.0047 -0.0331 0.125
Br -6.360 -1.053 0.140 0.0038 -0.0144 0.0030 0.837
C -4.488 -1.069 0.102 0.0163 -0.0097 -0.0053 -0.682
C -3.766 -0.820 1.260 0.0065 -0.0155 -0.0037 -0.083
C -2.388 -0.834 1.185 -0.0058 -0.0380 0.0411 -0.108
N -1.732 -1.085 0.047 0.0877 0.1691 -0.1532 -0.032
C -2.434 -1.340 -1.062 -0.0230 -0.0785 0.0070 -0.079
C -3.815 -1.337 -1.082 0.0011 -0.0133 0.0243 -0.072
H -4.260 -0.623 2.199 0.0034 0.0106 0.0000 0.118
H -1.782 -0.647 2.062 0.0047 0.0249 -0.0131 0.135
H -1.864 -1.566 -1.954 0.0053 0.0377 -0.0027 0.134
H -4.349 -1.538 -1.999 0.0029 -0.0002 -0.0036 0.117
C 0.826 -5.374 0.194 0.0253 0.0598 -0.0557 -0.202
S 0.619 -3.726 0.846 -0.0668 -0.1573 0.0094 1.034
O 0.235 -2.918 -0.407 -0.1179 0.1687 0.2212 -0.526
C -0.917 -3.944 1.725 0.0317 0.0321 -0.0314 -0.408
C -0.918 -3.743 3.096 0.0199 0.0062 0.0181 -0.076
C -2.117 -3.849 3.792 0.0015 -0.0051 0.0026 -0.058
C -3.289 -4.135 3.110 -0.0040 -0.0054 0.0015 -0.057
C -3.276 -4.324 1.730 -0.0094 -0.0058 -0.0116 -0.061
C -2.087 -4.228 1.029 0.0126 -0.0294 0.0053 -0.084
H -0.066 -5.661 -0.359 0.0002 -0.0023 -0.0014 0.065
H 0.997 -6.043 1.036 -0.0109 -0.0060 0.0018 0.075
H 1.696 -5.358 -0.459 0.0121 0.0188 0.0137 0.070
H 0.003 -3.509 3.615 0.0032 0.0057 -0.0030 0.117
H -2.131 -3.708 4.864 0.0001 0.0092 0.0001 0.115
H -4.221 -4.215 3.653 -0.0012 -0.0071 0.0012 0.115
H -4.195 -4.551 1.205 -0.0041 0.0038 0.0003 0.117
H -2.066 -4.356 -0.046 0.0002 0.0013 -0.0022 0.118
```
Forces are in eV/Å.

***

No. 4
A 2-piece molecular cluster, C4H9Cl2N2 overall, computed with ωB97M-V with the def2-TZVPD basis set.

Computed properties:
Energy above the lowest of the compared OMol25 structures with the same formula, charge and spin: 186.16 kJ/mol
Total charge: +1
E_tot: -32310.2767 eV

The geometry in XYZ format:
```
17
Properties=species:S:1:pos:R:3:forces:R:3:lowdin_charge:R:1
C 1.670 1.484 0.445 1.9903 1.1620 0.4645 0.042
C 0.833 -0.165 -0.831 -0.9005 -0.6754 -0.5132 -0.148
C -0.427 0.158 -0.392 -0.9797 -1.0291 -0.4978 -0.377
C -0.827 0.696 0.941 -0.1321 -0.0041 0.1914 -0.022
N 1.867 0.364 -0.147 0.6537 0.2797 0.4596 -0.497
N -1.467 -0.179 -1.166 0.0658 0.1866 -0.1012 0.159
Cl -0.795 -3.079 0.314 0.1723 0.0212 0.0501 0.346
Cl 3.345 -0.555 0.058 -0.8158 0.5168 0.0100 0.799
H 2.381 1.839 1.176 0.0428 -0.1752 0.1868 0.118
H 0.918 2.170 0.103 -0.0825 -0.1208 -0.2146 0.121
H 1.015 -0.801 -1.678 0.1381 -0.0188 -0.1112 0.132
H -1.201 1.716 0.868 0.0350 0.0924 -0.0040 0.109
H -0.013 0.683 1.663 -0.0351 -0.0667 0.1015 0.090
H -1.640 0.080 1.324 0.0205 -0.0549 -0.0025 0.100
H -1.325 -0.645 -2.048 -0.0708 0.0400 0.0059 0.127
H -2.410 -0.110 -0.822 0.0610 -0.0175 -0.0284 0.127
H -1.924 -3.657 0.189 -0.1628 -0.1363 0.0028 -0.224
```
Forces are in eV/Å.